14
Properties=species:S:1:pos:R:3:forces:R:3 method="wB97M-V/def2-TZVPD" smiles="CC(=O)NCN" de_lowest_kj_mol=80.0 max_force_ev_per_a=1.1 e_lumo_ev=0.87 total_energy_ha=-303.8617 homo_energy_ev=-9.343
O -1.394258 1.053627 0.163783 -0.2 0.2 0.0
N 0.460235 -0.249028 0.097215 -0.4 -0.3 -0.3
N 1.447453 -1.091959 -1.905632 0.4 -0.8 -0.7
C -0.375648 0.457944 2.266322 0.3 -0.2 -0.4
C 0.350676 -0.319742 -1.361989 0.5 -0.1 0.6
C -0.541245 0.441167 0.763504 0.4 0.4 0.0
H 0.378547 -0.271485 2.518946 -0.1 -0.6 0.4
H -1.321223 0.312806 2.769454 -0.1 -0.1 0.1
H 2.096042 -1.543039 -1.278221 -0.1 0.5 0.5
H -0.596242 -0.768254 -1.629341 -0.4 0.0 -0.3
H 0.076995 1.379887 2.606122 -0.2 0.5 -0.2
H 0.390326 0.695799 -1.749866 -0.2 0.1 0.1
H 1.139167 -1.844581 -2.507005 -0.2 0.2 -0.1
H 0.672890 -1.154618 0.496338 0.2 0.2 0.2